No. 1
12
Properties=species:S:1:pos:R:3:forces:R:3 method="wB97M-V/def2-TZVPD" de_lowest_kj_mol=30.4 multiplicity=1 gap_ha=0.4437 total_charge=0 smiles=O.O.O.O
O -0.3711 1.8555 -0.1115 0.85 -0.14 0.59
H -0.3660 2.2804 0.7763 0.17 -0.50 -0.99
H 1.4778 -0.5211 0.2762 0.36 0.83 -0.32
H 0.5526 -2.2970 -0.7464 -0.89 1.19 2.09
O 1.9549 0.3499 0.1087 0.03 -0.85 -0.46
H -1.4549 0.5037 -0.1644 -0.81 -0.59 0.28
O 0.2901 -1.8121 0.1126 0.31 -0.91 -2.08
H -2.5194 -0.2425 0.7637 0.69 -0.05 -1.08
H -0.5821 -1.3538 -0.0595 0.48 -0.48 0.10
O -2.0265 -0.3250 -0.0882 0.11 0.71 0.77
H 0.5172 1.3832 -0.2016 -0.86 0.64 0.44
H 2.5273 0.1788 -0.6658 -0.44 0.15 0.66

No. 2
46
Properties=species:S:1:pos:R:3:forces:R:3 method="wB97M-V/def2-TZVPD" de_lowest_kj_mol=43.3 multiplicity=1 gap_ha=0.2012 total_charge=-2
Cu -0.2388 0.1310 0.0312 -0.51 0.46 0.57
H -0.4828 1.5935 -7.8490 -0.07 0.01 0.01
N -0.7734 -1.8413 0.4748 0.42 0.32 0.30
O 2.1612 -1.0432 -2.2785 -0.35 0.03 0.01
F -2.6834 2.0556 -0.2055 -0.09 -0.03 -0.12
C 0.1314 0.9396 -4.5850 -0.05 -0.06 0.15
H -1.2654 -4.2423 2.4569 0.05 0.14 -0.10
H -2.9055 -4.3198 0.5217 -0.15 -0.15 -0.07
F 3.2617 1.4946 -2.8782 0.06 -0.08 -0.27
Br -3.2801 0.7313 -7.7429 -0.03 0.00 0.06
H 1.3239 -2.9644 2.6194 0.08 -0.01 0.01
H 0.1883 -1.9332 3.5102 0.04 0.08 0.04
C -0.2174 2.1016 2.4031 -0.53 -0.10 -0.64
H -3.1112 0.0274 -4.8279 -0.01 -0.08 0.02
F 3.6182 2.1150 -0.8515 0.02 -0.05 0.26
C 0.3613 1.3588 -5.8812 0.01 0.01 -0.13
C -0.8194 1.6513 1.2241 -0.26 0.49 0.39
F 0.8962 1.4847 2.8750 0.16 -0.07 0.06
C -2.1497 -3.5701 0.6354 -0.19 -0.06 -0.20
S 2.6532 -0.3650 -1.1110 1.25 0.11 -0.27
C -1.8359 3.8241 2.8053 0.01 -0.08 -0.01
O -2.2951 -0.8193 -2.6063 -0.52 -0.26 0.09
C -1.8117 -2.4884 -0.1179 -0.40 -0.49 -0.01
F 1.6357 2.1790 -1.6565 -0.25 -0.30 0.16
C -1.8876 0.8179 -6.4182 -0.11 0.10 -0.38
F -3.6376 4.0536 1.2833 0.22 -0.06 0.12
O 1.8433 -0.3903 0.0911 -0.06 0.12 0.01
C -1.9744 2.3717 0.8997 0.60 -0.21 0.42
F -2.3248 4.8466 3.5605 0.13 -0.25 -0.20
C -2.1447 0.4003 -5.1329 0.01 -0.06 0.12
C -1.1112 0.4488 -4.2055 0.07 -0.07 0.11
C -0.4626 -2.4934 1.5623 -0.09 -0.32 0.16
C -0.6816 3.1535 3.1821 -0.04 0.08 0.06
N -1.2848 -3.5729 1.7064 0.17 0.07 0.14
C 2.7455 1.4468 -1.6313 0.29 0.06 -0.01
H 1.1188 -1.2678 2.1390 0.06 0.02 0.11
H 0.9064 0.9561 -3.8394 0.14 0.00 0.11
C -0.6539 1.2920 -6.8236 0.06 0.05 -0.10
C -2.4914 3.4169 1.6517 -0.05 0.13 0.05
H -2.2131 -2.1045 -1.0388 -0.16 0.04 -0.17
F -0.0351 3.5363 4.3201 -0.16 -0.05 -0.21
C 0.6079 -2.1470 2.5254 0.01 0.09 -0.05
O 4.0573 -0.6058 -0.8330 0.02 0.03 0.01
C -1.3139 -0.0879 -2.7779 0.37 0.41 -0.38
O -0.4308 0.2833 -1.9757 -0.23 0.02 -0.24
H 1.3359 1.7283 -6.1729 0.05 0.00 0.01